Below is a cluster of 3 separate species, C29H43F7N3O6S2 in total at a distorted geometry, with properties calculated with the ωB97M-V functional and the def2-TZVPD basis.

The geometry in ORCA input format:
```
! RIJCOSX wB97M-V def2-TZVPD def2/J DEFGRID3
* xyz 1 1
C 0.65669 -1.96345 3.50525
C 0.99734 -1.99352 2.20640
C 2.08310 -1.09745 1.50817
C 3.57935 -1.22195 1.91313
F 3.58634 -1.25003 3.30735
F 4.35967 -0.14454 1.58192
C 4.37982 -2.51180 1.46020
F 5.19173 -2.29024 0.38756
F 5.27002 -2.76808 2.49012
C 3.56135 -3.83977 1.31186
F 2.63173 -3.83944 0.33199
F 4.46152 -4.81206 0.97705
F 3.06120 -4.22969 2.51087
C 1.70541 0.36201 2.06176
N 0.42402 0.79982 1.41157
C 0.07800 2.24581 1.41870
N 1.02701 3.09349 0.68762
C 0.31937 -0.00947 0.14416
C -0.25949 0.68090 -1.15850
C -1.83684 0.55570 -1.08246
C -2.58128 1.50298 -2.10917
C -4.02748 0.92343 -2.30398
O -4.33538 0.50150 -3.37778
O -4.95458 0.90529 -1.27175
C -4.90259 -0.31405 -0.49934
C -6.28491 -0.58696 0.20018
C 1.59611 -0.92805 0.00046
C 2.71509 -0.52576 -0.98362
C 3.26211 -1.53005 -1.87597
C 4.34000 -1.12154 -2.74180
N 4.90840 0.09560 -2.82259
C 4.34752 1.01468 -2.01147
C 3.26950 0.81604 -1.07732
H -0.22293 -2.56297 3.81641
H 1.14508 -1.34512 4.28409
H 0.50904 -2.75978 1.56186
H 2.39087 1.20204 1.77814
H 1.67286 0.48578 3.17336
H -0.26497 0.40801 2.07398
H -0.00570 2.64933 2.46447
H -0.92704 2.39170 0.95438
H 0.63048 4.01772 0.51694
H 1.82862 3.25672 1.30345
H -0.53938 -0.68910 0.39699
H 0.06392 0.03146 -2.00685
H 0.07855 1.72930 -1.29510
H -2.14682 -0.51531 -1.17625
H -2.13784 0.85676 -0.03975
H -2.69010 2.49632 -1.60396
H -2.01706 1.55950 -3.06181
H -4.17969 -0.12926 0.34884
H -4.53117 -1.20381 -1.06119
H -7.09044 -0.54637 -0.56501
H -6.32405 -1.60095 0.66183
H -6.47842 0.14250 1.01890
H 1.14901 -1.88505 -0.37472
H 2.88520 -2.56968 -1.90313
H 4.76789 -1.91357 -3.40216
H 4.78697 2.05874 -2.04359
H 2.87629 1.62695 -0.43610
C -11.64079 -2.60748 0.34465
C -11.78122 -2.07583 1.77443
C -10.37830 -2.03487 2.38866
S -9.23984 -1.80833 1.02227
O -8.41916 -2.99039 0.90498
O -8.66678 -0.48323 1.09013
C -10.47347 -1.84281 -0.26907
H -12.55624 -2.46867 -0.23068
H -11.41567 -3.67719 0.36902
H -12.20101 -1.06681 1.74780
H -12.45327 -2.69364 2.37065
H -10.26790 -1.20853 3.08877
H -10.12934 -2.97460 2.88139
H -10.06532 -2.32091 -1.15799
H -10.75136 -0.81146 -0.49083
C 9.40097 2.21493 -1.12660
C 10.10317 3.13637 -2.12900
C 9.02922 3.69880 -3.06599
S 7.50557 3.72441 -2.12318
O 6.57780 2.79041 -2.72035
O 7.13921 5.09013 -1.84182
C 8.17837 2.98558 -0.64175
H 10.05621 1.94257 -0.29886
H 9.08846 1.29447 -1.62753
H 10.58884 3.95542 -1.59204
H 10.87595 2.60917 -2.68891
H 9.26642 4.71000 -3.39171
H 8.87750 3.05569 -3.93267
H 7.42881 2.35134 -0.17066
H 8.46418 3.79428 0.03232
*
```

The electronic energy is -3241.6127 Eh.

Mulliken charges, unit e, in atom order: atom 1 (C): -1.208, atom 2 (C): -0.481, atom 3 (C): 1.592, atom 4 (C): 0.491, atom 5 (F): -0.349, atom 6 (F): -0.240, atom 7 (C): 0.738, atom 8 (F): -0.202, atom 9 (F): -0.302, atom 10 (C): 0.485, atom 11 (F): -0.176, atom 12 (F): -0.278, atom 13 (F): -0.227, atom 14 (C): -2.104, atom 15 (N): 0.418, atom 16 (C): -0.642, atom 17 (N): -0.438, atom 18 (C): -0.537, atom 19 (C): -1.209, atom 20 (C): -0.786, atom 21 (C): -0.429, atom 22 (C): 0.359, atom 23 (O): -0.503, atom 24 (O): -0.315, atom 25 (C): 0.052, atom 26 (C): -1.105, atom 27 (C): -0.007, atom 28 (C): 0.130, atom 29 (C): -0.430, atom 30 (C): -0.518, atom 31 (N): -0.445, atom 32 (C): -0.407, atom 33 (C): -0.465, atom 34 (H): 0.340, atom 35 (H): 0.241, atom 36 (H): 0.507, atom 37 (H): 0.585, atom 38 (H): 0.450, atom 39 (H): 0.593, atom 40 (H): 0.350, atom 41 (H): 0.418, atom 42 (H): 0.266, atom 43 (H): 0.252, atom 44 (H): 0.386, atom 45 (H): 0.575, atom 46 (H): 0.321, atom 47 (H): 0.554, atom 48 (H): 0.182, atom 49 (H): 0.302, atom 50 (H): 0.377, atom 51 (H): -0.008, atom 52 (H): 0.324, atom 53 (H): 0.298, atom 54 (H): 0.331, atom 55 (H): 0.304, atom 56 (H): 0.975, atom 57 (H): 0.434, atom 58 (H): 0.353, atom 59 (H): 0.469, atom 60 (H): 0.393, atom 61 (C): -0.613, atom 62 (C): -0.601, atom 63 (C): -0.735, atom 64 (S): 1.295, atom 65 (O): -0.693, atom 66 (O): -0.676, atom 67 (C): -0.749, atom 68 (H): 0.349, atom 69 (H): 0.305, atom 70 (H): 0.297, atom 71 (H): 0.322, atom 72 (H): 0.362, atom 73 (H): 0.370, atom 74 (H): 0.409, atom 75 (H): 0.382, atom 76 (C): -0.604, atom 77 (C): -0.639, atom 78 (C): -0.650, atom 79 (S): 1.129, atom 80 (O): -0.641, atom 81 (O): -0.724, atom 82 (C): -0.495, atom 83 (H): 0.351, atom 84 (H): 0.313, atom 85 (H): 0.301, atom 86 (H): 0.331, atom 87 (H): 0.331, atom 88 (H): 0.369, atom 89 (H): 0.209, atom 90 (H): 0.358

***

Below is a structure of composition C12H30BF4N2NaO8P at a distorted geometry, with properties calculated with the ωB97M-V functional and the def2-TZVPD basis.

The geometry in ORCA input format:
```
! RIJCOSX wB97M-V def2-TZVPD def2/J DEFGRID3
* xyz -3 1
Na -0.31505 0.65149 2.18540
B -1.22190 3.48481 3.89054
F -0.63029 4.75616 3.65463
F -1.77765 3.49925 5.20326
F -2.26486 3.27517 2.92590
F -0.28961 2.42873 3.76086
P 2.26436 0.25689 1.19566
O 1.43241 1.57378 0.93009
O 1.19432 -0.90397 1.38443
O 3.05541 0.43408 2.51778
O 3.19927 -0.06680 0.01338
C 1.73305 -4.66336 -1.81175
O 1.79392 -3.46974 -1.12476
C 0.56453 -2.78297 -1.12379
C -0.38649 -3.31313 -0.05966
N 0.26735 -3.28865 1.22647
C -0.63603 -3.52403 2.34872
C -1.77842 -2.57764 2.72108
O -1.38578 -1.37112 3.28738
C -0.75285 -1.44481 4.54209
H 2.72821 -5.11893 -1.76054
H 1.39769 -4.66097 -2.85830
H 1.10157 -5.38055 -1.24907
H 0.05413 -2.80051 -2.10131
H 0.77048 -1.73308 -0.90735
H -0.77750 -4.31467 -0.31290
H -1.27551 -2.64513 -0.05567
H 0.75766 -2.34565 1.34528
H 0.02358 -3.77086 3.18618
H -1.09825 -4.51436 2.13811
H -2.46271 -3.14432 3.38110
H -2.35879 -2.32760 1.82963
H -0.22456 -2.37951 4.69842
H -1.48885 -1.27834 5.34833
H -0.08069 -0.58857 4.61315
C -1.93821 -0.92423 -3.98152
O -1.19160 -0.44046 -2.89707
C -1.61229 0.81859 -2.48214
C -0.96710 1.23893 -1.16193
N 0.18474 2.06564 -1.25387
C -0.13400 3.47677 -1.47814
C 1.13491 4.24976 -1.61677
O 1.84466 3.87667 -2.77661
C 2.91257 4.74754 -3.02142
H -1.68276 -0.38789 -4.90750
H -3.01429 -0.76155 -3.80604
H -1.73154 -1.99112 -4.04205
H -2.70584 0.85559 -2.33190
H -1.38207 1.60141 -3.22714
H -0.61021 0.28436 -0.74187
H -1.75516 1.56225 -0.44506
H 0.70098 1.96317 -0.32186
H -0.62169 3.82229 -0.54105
H -0.83284 3.64669 -2.30535
H 1.75158 4.09336 -0.72368
H 0.88584 5.32896 -1.65095
H 2.58885 5.70620 -3.46558
H 3.59798 4.22830 -3.69288
H 3.44533 4.98764 -2.09038
*
```

The electronic energy is -2114.8060 Eh.

Mulliken charges, unit e, in atom order: atom 1 (Na): 0.739, atom 2 (B): 0.654, atom 3 (F): -0.416, atom 4 (F): -0.425, atom 5 (F): -0.469, atom 6 (F): -0.346, atom 7 (P): 0.292, atom 8 (O): -0.762, atom 9 (O): -0.512, atom 10 (O): -0.941, atom 11 (O): -0.922, atom 12 (C): -0.794, atom 13 (O): -0.243, atom 14 (C): 0.217, atom 15 (C): -0.399, atom 16 (N): -0.376, atom 17 (C): -1.083, atom 18 (C): -0.489, atom 19 (O): -0.133, atom 20 (C): -0.708, atom 21 (H): 0.299, atom 22 (H): 0.248, atom 23 (H): 0.274, atom 24 (H): 0.030, atom 25 (H): -0.246, atom 26 (H): 0.388, atom 27 (H): 0.118, atom 28 (H): 0.690, atom 29 (H): 0.430, atom 30 (H): 0.431, atom 31 (H): 0.318, atom 32 (H): 0.249, atom 33 (H): 0.295, atom 34 (H): 0.260, atom 35 (H): 0.263, atom 36 (C): -0.874, atom 37 (O): -0.099, atom 38 (C): -0.704, atom 39 (C): 0.260, atom 40 (N): -0.098, atom 41 (C): -0.706, atom 42 (C): -0.492, atom 43 (O): -0.248, atom 44 (C): -0.801, atom 45 (H): 0.277, atom 46 (H): 0.355, atom 47 (H): 0.227, atom 48 (H): 0.341, atom 49 (H): 0.286, atom 50 (H): -0.388, atom 51 (H): 0.170, atom 52 (H): 0.407, atom 53 (H): 0.228, atom 54 (H): 0.432, atom 55 (H): 0.333, atom 56 (H): 0.335, atom 57 (H): 0.266, atom 58 (H): 0.236, atom 59 (H): 0.324

***

Below is a cluster of 8 separate species, C32H64O16S8 in total at a distorted geometry, with properties calculated with the ωB97M-V functional and the def2-TZVPD basis.

The geometry in ORCA input format:
```
! RIJCOSX wB97M-V def2-TZVPD def2/J DEFGRID3
* xyz 0 1
O 2.18823 -8.00397 -3.14022
S 1.70776 -6.87729 -4.01354
O 1.96566 -5.47715 -3.71615
C 2.38302 -6.99735 -5.72620
C 1.17091 -6.60320 -6.53995
C -0.10854 -7.27034 -6.06669
C -0.02100 -7.05635 -4.47809
H 2.47582 -8.08272 -5.76436
H 3.29120 -6.39934 -5.80156
H 1.04547 -5.52049 -6.53000
H 1.25634 -6.89495 -7.58670
H -0.12755 -8.34463 -6.25013
H -1.05137 -6.91911 -6.48601
H -0.35897 -7.98365 -4.01549
H -0.51647 -6.17808 -4.06428
O -0.66893 5.59486 0.85526
S -0.16801 6.75734 1.63126
O 0.38981 7.87746 0.89592
C -1.48592 7.50823 2.70009
C -0.86800 7.61937 4.06305
C 0.08008 6.36771 4.22453
C 0.91975 6.21053 3.01092
H -2.24481 6.74876 2.88823
H -1.92787 8.39696 2.24960
H -0.20564 8.48500 4.05610
H -1.57613 7.74683 4.88184
H -0.44945 5.43552 4.42132
H 0.69797 6.55384 5.10298
H 1.56594 5.35564 2.81167
H 1.66597 7.00384 3.05462
O -5.83971 -1.41371 -2.33725
S -7.27724 -1.63424 -2.47734
O -8.22935 -0.53429 -2.72430
C -7.49910 -3.04422 -3.71128
C -8.32964 -4.12023 -2.96212
C -7.98618 -4.04106 -1.39938
C -7.87301 -2.55822 -1.03394
H -6.46954 -3.40204 -3.70313
H -7.61078 -2.80161 -4.76806
H -9.35582 -3.78041 -3.10211
H -8.16724 -5.10969 -3.38956
H -7.08687 -4.64489 -1.27809
H -8.69484 -4.57830 -0.76908
H -7.27685 -2.22885 -0.18293
H -8.86699 -2.12123 -0.93824
O 5.92657 1.24569 5.50271
S 4.76347 1.78523 4.86072
O 4.88014 2.97400 4.07039
C 3.68135 0.65622 4.07950
C 2.85326 0.04911 5.22134
C 2.46313 1.21397 6.11105
C 3.70809 2.06574 6.33148
H 4.21810 -0.10889 3.51859
H 3.05313 1.14025 3.33174
H 2.04014 -0.57197 4.84561
H 3.36149 -0.66492 5.86937
H 2.15833 0.97174 7.12914
H 1.65930 1.81730 5.68921
H 4.27627 1.69643 7.18523
H 3.39801 3.10349 6.45406
O -4.11636 -5.91830 9.54410
S -3.12527 -6.50409 8.65322
O -2.02482 -7.42141 9.07338
C -3.97820 -7.38075 7.19024
C -4.02004 -6.36352 6.04630
C -2.68416 -5.66284 6.18469
C -2.43611 -5.18944 7.60767
H -4.75467 -8.07703 7.50710
H -3.24030 -8.13633 6.92060
H -4.18572 -6.86452 5.09255
H -4.87198 -5.70459 6.21399
H -2.72267 -4.83773 5.47348
H -1.87315 -6.31780 5.86627
H -3.11503 -4.36513 7.82604
H -1.36415 -5.04859 7.74608
O -1.57193 5.83876 -7.05142
S -0.26218 5.76415 -6.30578
O 0.28967 6.98873 -5.62222
C -0.23358 4.39399 -5.17084
C 0.36105 3.31999 -6.02230
C 1.46883 3.82826 -6.99729
C 1.04772 5.17183 -7.49127
H -1.24694 4.18768 -4.82638
H 0.48073 4.52564 -4.35810
H 0.68166 2.43724 -5.46909
H -0.41339 2.90079 -6.66465
H 1.57479 3.25923 -7.92092
H 2.44700 3.87184 -6.51836
H 0.48388 5.26536 -8.41941
H 1.78400 5.97238 -7.41976
O 0.82703 -2.89865 1.51160
S -0.12513 -2.47888 0.49174
O -0.97262 -3.54049 -0.16152
C -1.18852 -1.24508 1.35539
C -1.32337 0.04042 0.51291
C -0.47776 -0.18820 -0.83411
C 0.59066 -1.22850 -0.56305
H -0.75456 -1.15378 2.35110
H -2.09507 -1.79960 1.59781
H -2.38026 0.18128 0.28656
H -0.92440 0.90031 1.05096
H 0.03447 0.67723 -1.25450
H -1.16977 -0.63799 -1.54609
H 1.31680 -0.74649 0.09153
H 1.20274 -1.73537 -1.30908
O 7.49129 2.85499 -0.04105
S 6.46729 3.52481 -0.91404
O 5.08915 3.01354 -0.99553
C 6.42972 5.33426 -0.50513
C 6.50466 6.02776 -1.90058
C 7.39455 5.24352 -2.85206
C 7.22442 3.73637 -2.61249
H 7.32631 5.46513 0.10076
H 5.58775 5.72549 0.06593
H 5.47218 6.05333 -2.24905
H 6.76842 7.08438 -1.94634
H 8.45688 5.46647 -2.75277
H 7.21662 5.58689 -3.87114
H 8.17527 3.20349 -2.61481
H 6.55372 3.18588 -3.27219
*
```

As for the SMILES: O=S1(=O)CCCC1.O=S1(=O)CCCC1.O=S1(=O)CCCC1.O=S1(=O)CCCC1.O=S1(=O)CCCC1.O=S1(=O)CCCC1.O=S1(=O)CCCC1.O=S1(=O)CCCC1. The calculation puts the relative energy (zero: lowest compared OMol25 entry of this formula, charge and spin) at 529.8 kJ/mol. The electronic energy is -5646.7489 Eh.

Mulliken atomic charge list, values in e, 99 entries: atom 1 (O): -0.654, atom 2 (S): 1.069, atom 3 (O): -0.625, atom 4 (C): -0.707, atom 5 (C): -0.568, atom 6 (C): -0.633, atom 7 (C): -0.636, atom 8 (H): 0.328, atom 9 (H): 0.398, atom 10 (H): 0.315, atom 11 (H): 0.357, atom 12 (H): 0.313, atom 13 (H): 0.320, atom 14 (H): 0.334, atom 15 (H): 0.391, atom 16 (O): -0.629, atom 17 (S): 1.043, atom 18 (O): -0.644, atom 19 (C): -0.671, atom 20 (C): -0.629, atom 21 (C): -0.586, atom 22 (C): -0.717, atom 23 (H): 0.334, atom 24 (H): 0.409, atom 25 (H): 0.313, atom 26 (H): 0.343, atom 27 (H): 0.318, atom 28 (H): 0.312, atom 29 (H): 0.504, atom 30 (H): 0.299, atom 31 (O): -0.601, atom 32 (S): 1.037, atom 33 (O): -0.642, atom 34 (C): -0.739, atom 35 (C): -0.608, atom 36 (C): -0.597, atom 37 (C): -0.655, atom 38 (H): 0.334, atom 39 (H): 0.441, atom 40 (H): 0.303, atom 41 (H): 0.358, atom 42 (H): 0.307, atom 43 (H): 0.337, atom 44 (H): 0.406, atom 45 (H): 0.319, atom 46 (O): -0.664, atom 47 (S): 1.087, atom 48 (O): -0.613, atom 49 (C): -0.596, atom 50 (C): -0.646, atom 51 (C): -0.589, atom 52 (C): -0.689, atom 53 (H): 0.386, atom 54 (H): 0.346, atom 55 (H): 0.399, atom 56 (H): 0.292, atom 57 (H): 0.306, atom 58 (H): 0.264, atom 59 (H): 0.388, atom 60 (H): 0.332, atom 61 (O): -0.625, atom 62 (S): 1.055, atom 63 (O): -0.637, atom 64 (C): -0.809, atom 65 (C): -0.572, atom 66 (C): -0.596, atom 67 (C): -0.601, atom 68 (H): 0.459, atom 69 (H): 0.346, atom 70 (H): 0.329, atom 71 (H): 0.293, atom 72 (H): 0.295, atom 73 (H): 0.339, atom 74 (H): 0.375, atom 75 (H): 0.351, atom 76 (O): -0.653, atom 77 (S): 1.079, atom 78 (O): -0.661, atom 79 (C): -0.549, atom 80 (C): -0.751, atom 81 (C): -0.547, atom 82 (C): -0.630, atom 83 (H): 0.382, atom 84 (H): 0.330, atom 85 (H): 0.418, atom 86 (H): 0.315, atom 87 (H): 0.270, atom 88 (H): 0.298, atom 89 (H): 0.358, atom 90 (H): 0.340, atom 91 (O): -0.649, atom 92 (S): 1.029, atom 93 (O): -0.619, atom 94 (C): -0.634, atom 95 (C): -0.564, atom 96 (C): -0.609, atom 97 (C): -0.699, atom 98 (H): 0.311, atom 99 (H): 0.381